Run P
A molecular structure, C2H8N3S2. Source: the Open Molecules 2025 dataset; level of theory: ωB97M-V/def2-TZVPD.

Each line ends with the natural charge from an NBO analysis.
Atoms and positions in Å:
C  1.503  0.320  0.237  0.33
C  -0.976  0.409  0.194  0.32
N  2.433  -0.629  0.544  -0.72
N  0.282  -0.133  0.510  -0.61
N  -2.071  -0.325  0.339  -0.77
S  2.084  1.789  -0.323  0.16
S  -1.100  2.055  -0.239  -0.05
H  -1.682  -0.890  -2.488  0.05
H  2.100  -1.298  1.170  0.40
H  3.382  -0.392  0.359  0.43
H  0.039  -0.977  1.057  0.42
H  -1.799  -1.069  -1.698  -0.06
H  -2.980  0.183  -0.119  0.49
H  -1.953  -1.330  0.499  0.42
H  0.738  2.288  -0.043  0.18

Properties
Orbital gap, eV: 8.6
E_HOMO, eV: -13.11
Multiplicity: 1
Charge: +1


Run Q
2 unconnected molecules or ions with the total composition C2H8N3S2. Source: the Open Molecules 2025 dataset; level of theory: ωB97M-V/def2-TZVPD.

Each line ends with the natural charge from an NBO analysis.
Atoms and positions in Å:
C  -0.911  -0.824  -1.323  0.21
C  1.384  -0.538  -0.465  0.41
N  -2.102  -0.754  -0.823  -0.77
N  0.096  -0.406  -0.284  -0.59
N  2.208  -0.261  0.517  -0.70
S  -0.377  -1.021  -2.816  -0.01
S  -0.067  1.913  1.682  -0.33
H  1.660  -0.749  -1.507  0.27
H  -2.310  -0.796  0.166  0.42
H  -2.875  -0.616  -1.557  0.46
H  -0.293  -0.537  0.691  0.42
H  -1.215  2.084  1.085  0.16
H  1.923  0.096  1.411  0.43
H  3.258  -0.151  0.427  0.45
H  -0.377  2.559  2.797  0.18

Properties
Orbital gap, eV: 8.9
E_HOMO, eV: -13.08
Multiplicity: 1
Charge: +1


Pick run Q: it beats the second-best structure by 147.8 kJ/mol.


Run P
C20H23NO4 in the gas phase. Source: the Open Molecules 2025 dataset; level of theory: ωB97M-V/def2-TZVPD.

Each line ends with the natural charge from an NBO analysis.
Atoms and positions in Å:
C  8.061  -1.641  -0.279  -0.62
C  6.554  -1.614  -0.075  -0.06
O  6.116  -0.288  -0.288  -0.50
C  4.788  -0.006  -0.163  0.28
C  4.422  1.318  -0.392  -0.24
C  3.105  1.723  -0.295  -0.29
C  2.116  0.803  0.037  0.34
O  0.785  1.085  0.161  -0.52
C  0.350  2.407  -0.079  -0.10
C  -1.148  2.443  0.070  0.05
C  -1.777  3.475  0.754  -0.22
C  -3.157  3.498  0.865  -0.21
C  -3.918  2.483  0.314  -0.17
C  -3.295  1.431  -0.348  -0.12
C  -4.135  0.371  -0.987  0.66
O  -5.004  0.652  -1.794  -0.62
N  -3.846  -0.911  -0.653  -0.43
C  -3.048  -1.343  0.472  -0.25
C  -3.962  -2.025  1.502  -0.08
O  -4.677  -3.093  0.930  -0.52
C  -5.475  -2.650  -0.148  -0.08
C  -4.619  -1.993  -1.233  -0.26
C  -1.913  1.427  -0.485  -0.22
C  2.481  -0.520  0.267  -0.26
C  3.798  -0.926  0.169  -0.28
H  8.438  -2.648  -0.126  0.21
H  8.304  -1.316  -1.287  0.21
H  8.542  -0.967  0.425  0.21
H  6.305  -1.937  0.946  0.17
H  6.064  -2.294  -0.787  0.17
H  5.194  2.026  -0.649  0.22
H  2.867  2.759  -0.480  0.22
H  0.623  2.715  -1.101  0.19
H  0.818  3.103  0.630  0.18
H  -1.187  4.266  1.193  0.21
H  -3.640  4.310  1.387  0.22
H  -4.995  2.496  0.390  0.23
H  -2.540  -0.497  0.932  0.23
H  -2.304  -2.065  0.118  0.20
H  -3.372  -2.451  2.315  0.20
H  -4.662  -1.279  1.911  0.16
H  -5.982  -3.535  -0.535  0.20
H  -6.224  -1.929  0.213  0.17
H  -5.247  -1.576  -2.021  0.25
H  -3.929  -2.731  -1.655  0.20
H  -1.422  0.631  -1.024  0.23
H  1.710  -1.228  0.525  0.22
H  4.038  -1.961  0.356  0.22

Properties
Orbital gap, eV: 8.7
E_HOMO, eV: -8.03
Multiplicity: 1
SMILES string: CCOc1ccc(OCc2cccc(C(=O)N3CCOCC3)c2)cc1


Run Q
C20H23NO4 in the gas phase. Source: the Open Molecules 2025 dataset; level of theory: ωB97M-V/def2-TZVPD.

Each line ends with the natural charge from an NBO analysis.
Atoms and positions in Å:
C  0.349  3.036  5.560  -0.26
O  1.689  2.778  5.198  -0.51
C  1.938  2.278  3.962  0.40
C  3.275  2.018  3.656  -0.29
C  3.613  1.494  2.426  -0.19
C  2.632  1.210  1.489  -0.26
C  1.301  1.468  1.782  0.00
C  0.224  1.110  0.793  -0.42
C  -0.136  -0.389  0.913  -0.29
C  -0.870  -0.709  2.227  -0.53
C  -1.987  0.259  2.622  0.80
O  -1.956  0.868  3.661  -0.61
O  -2.996  0.371  1.779  -0.69
C  -0.924  -0.820  -0.320  0.71
O  -2.140  -0.962  -0.312  -0.65
N  -0.138  -1.011  -1.397  -0.61
C  -0.478  -1.357  -2.718  0.21
C  -1.787  -1.640  -3.087  -0.26
C  -2.101  -1.981  -4.394  0.01
C  -3.513  -2.288  -4.786  -0.63
C  -1.079  -2.038  -5.333  -0.22
C  0.224  -1.757  -4.967  -0.19
C  0.553  -1.413  -3.664  -0.07
C  1.980  -1.110  -3.301  -0.65
C  0.959  2.011  3.012  -0.34
H  0.384  3.347  6.603  0.20
H  -0.278  2.145  5.463  0.20
H  -0.077  3.843  4.956  0.18
H  4.026  2.234  4.399  0.22
H  4.650  1.299  2.195  0.21
H  2.908  0.796  0.530  0.20
H  0.576  1.316  -0.222  0.22
H  -0.668  1.713  0.968  0.23
H  0.803  -0.958  0.924  0.23
H  -0.145  -0.708  3.042  0.25
H  -1.310  -1.708  2.156  0.24
H  -2.853  -0.178  0.959  0.51
H  0.852  -0.861  -1.259  0.41
H  -2.566  -1.591  -2.346  0.25
H  -3.596  -3.323  -5.119  0.22
H  -4.190  -2.137  -3.950  0.22
H  -3.825  -1.649  -5.611  0.22
H  -1.304  -2.303  -6.355  0.21
H  1.006  -1.805  -5.710  0.21
H  2.613  -1.205  -4.179  0.23
H  2.354  -1.804  -2.547  0.21
H  2.085  -0.091  -2.925  0.21
H  -0.078  2.206  3.226  0.24

Properties
Orbital gap, eV: 8.9
E_HOMO, eV: -8.49
Multiplicity: 1
SMILES string: COc1cccc(C[C@@H](CC(=O)O)C(=O)Nc2cc(C)ccc2C)c1


Pick run Q: it beats the second-best structure by 192.8 kJ/mol.


Run P
2 unconnected molecules or ions with the total composition C4H13N5. Source: the Open Molecules 2025 dataset; level of theory: ωB97M-V/def2-TZVPD.

Each line ends with the natural charge from an NBO analysis.
Atoms and positions in Å:
C  2.132  1.756  -1.134  -0.68
N  0.653  -0.215  -1.085  -0.44
C  0.836  1.069  -0.838  0.54
N  1.704  -0.979  -1.626  -0.66
N  -0.180  1.710  -0.277  -0.79
H  -0.352  -0.603  -0.695  0.44
H  1.331  -1.564  -2.366  0.36
H  2.081  -1.588  -0.905  0.36
H  -0.068  2.671  -0.002  0.40
H  2.924  1.340  -0.510  0.25
H  2.421  1.587  -2.170  0.26
H  2.051  2.826  -0.947  0.22
C  -0.664  -0.941  2.120  -0.67
C  -1.889  -1.052  1.233  0.45
N  -1.731  -0.452  0.006  -1.02
N  -2.910  -1.667  1.720  -0.77
H  -1.025  1.054  -0.030  0.46
H  -2.571  -0.548  -0.559  0.35
H  -3.684  -1.669  1.053  0.31
H  0.192  -1.438  1.654  0.20
H  -0.388  0.106  2.271  0.20
H  -0.861  -1.403  3.084  0.23

Properties
Orbital gap, eV: 8.2
E_HOMO, eV: -7.64
Multiplicity: 1


Run Q
A molecular structure, C4H13N5. Source: the Open Molecules 2025 dataset; level of theory: ωB97M-V/def2-TZVPD.

Each line ends with the natural charge from an NBO analysis.
Atoms and positions in Å:
C  0.954  -0.242  -1.598  0.19
C  1.672  1.004  -1.201  -0.68
C  -1.051  0.268  -1.009  0.20
N  -1.900  -0.818  -1.150  -0.86
N  1.239  -1.375  -0.935  -0.80
N  -1.288  1.454  -1.420  -0.73
H  0.733  -0.359  -2.656  0.21
H  -2.873  -0.641  -1.365  0.37
H  -1.759  -1.570  -0.491  0.39
H  1.174  -1.278  0.102  0.45
H  0.809  -2.220  -1.290  0.38
H  -2.236  1.574  -1.795  0.31
H  1.806  1.048  -0.122  0.23
H  1.097  1.870  -1.525  0.26
H  2.650  1.016  -1.692  0.22
N  0.165  -0.042  3.647  -0.83
C  -0.276  0.191  2.355  0.28
N  0.114  -0.455  1.350  -0.82
H  -0.307  0.384  4.428  0.39
H  0.687  -0.890  3.792  0.39
H  -0.434  0.035  0.262  0.34
H  -0.976  1.047  2.314  0.13

Properties
Orbital gap, eV: 8.1
E_HOMO, eV: -7.39
Multiplicity: 1


Run R
C4H13N5 in the gas phase. Source: the Open Molecules 2025 dataset; level of theory: ωB97M-V/def2-TZVPD.

Each line ends with the natural charge from an NBO analysis.
Atoms and positions in Å:
H  2.073  -2.207  -0.651  0.35
N  1.888  -1.389  -0.078  -0.79
C  1.247  -0.437  -0.679  0.54
N  0.955  -0.359  -1.996  -0.81
C  0.873  0.764  0.177  -0.15
N  0.305  1.830  -0.639  -0.86
C  -0.096  0.193  1.239  0.13
N  0.641  -0.609  2.120  -0.91
N  -1.085  -0.670  0.311  -0.68
C  -2.236  0.033  -0.215  -0.42
H  0.270  0.336  -2.248  0.42
H  0.979  -1.208  -2.547  0.39
H  1.775  1.086  0.711  0.21
H  -0.342  2.394  -0.096  0.37
H  1.052  2.432  -0.974  0.37
H  -0.688  0.996  1.713  0.16
H  1.377  -1.230  1.379  0.43
H  0.026  -1.159  2.711  0.35
H  -1.386  -1.459  0.876  0.35
H  -2.934  -0.675  -0.669  0.20
H  -2.788  0.610  0.543  0.16
H  -1.907  0.728  -0.990  0.19

Properties
Orbital gap, eV: 9.1
E_HOMO, eV: -8.10
Multiplicity: 1
SMILES string: [H]/N=C(\N)[C@@H](N)[C@H](N)NC


Pick run R: it beats the second-best structure by 42.8 kJ/mol.


Run P
8 unconnected molecules or ions with the total composition H14IO7. Source: the Open Molecules 2025 dataset; level of theory: ωB97M-V/def2-TZVPD.

Each line ends with the natural charge from an NBO analysis.
Atoms and positions in Å:
I  7.098  -28.516  6.189  -0.91
O  7.401  -28.632  2.604  -0.93
H  7.217  -29.254  3.335  0.47
H  6.742  -27.961  2.875  0.46
O  4.499  -29.207  3.618  -0.94
H  5.126  -29.550  4.237  0.48
H  4.685  -28.296  3.557  0.46
O  6.945  -25.159  4.862  -1.01
H  7.504  -25.057  4.134  0.48
H  7.103  -25.853  5.579  0.52
O  9.733  -27.527  3.976  -0.95
H  10.555  -27.922  3.839  0.45
H  9.232  -28.179  4.522  0.49
O  3.731  -29.238  7.090  -0.96
H  3.556  -29.145  8.021  0.45
H  4.672  -29.185  6.952  0.49
O  9.808  -27.770  8.650  -0.96
H  9.305  -27.939  9.485  0.46
H  9.237  -28.170  7.983  0.49
O  5.569  -27.163  8.923  -0.96
H  6.006  -27.505  8.140  0.49
H  4.963  -27.860  9.195  0.45

Properties
Orbital gap, eV: 8.7
E_HOMO, eV: -5.66
Multiplicity: 1
Charge: -1


Run Q
A molecular structure, H14IO7. Source: the Open Molecules 2025 dataset; level of theory: ωB97M-V/def2-TZVPD.

Each line ends with the natural charge from an NBO analysis.
Atoms and positions in Å:
I  0.283  -0.276  -0.698  -0.75
O  -1.795  -1.392  1.600  -0.96
H  -1.538  -0.763  0.932  0.47
H  -2.628  -1.744  1.422  0.46
O  -1.259  1.493  1.640  -0.94
H  -0.916  0.976  0.971  0.46
H  -0.607  1.416  2.291  0.45
O  -0.805  1.725  -2.990  -1.00
H  -1.374  2.275  -2.390  0.46
H  -0.307  1.078  -2.337  0.47
O  1.373  -1.436  2.061  -0.96
H  1.402  -1.269  0.992  0.45
H  1.066  -0.325  2.116  0.43
O  -3.362  -1.262  -0.855  -0.95
H  -3.631  -0.527  -0.553  0.45
H  -2.434  -1.486  -0.791  0.50
O  3.327  -1.960  -0.767  -0.99
H  3.667  -1.960  -1.717  0.47
H  2.431  -1.632  -0.638  0.49
O  2.227  2.737  -0.304  -0.94
H  2.768  2.541  0.566  0.45
H  2.112  1.792  -0.551  0.48

Properties
Orbital gap, eV: 8.9
E_HOMO, eV: -5.84
Multiplicity: 1
Charge: -1


Pick run P: it beats the second-best structure by 221.3 kJ/mol.